Below is C3H10NO4 as an isolated structure in a non-equilibrium geometry, with properties calculated with wB97M-V/def2-TZVPD.

Computed properties:
E_tot = -475.95810 hartree
energy relative to the best compared isomer or geometry (same formula, charge and spin) = 466.3 kJ/mol
charge = -1
frontier orbital gap = 8.857 eV
E_LUMO = 3.6382 eV
E_HOMO = -5.219 eV

Last column: Mulliken charge in e.
CARTESIAN COORDINATES (ANGSTROEM)
C: 1.26473 -0.53161 -1.57067  -0.949
C: 0.72855 -0.34072 -0.02161  -0.866
C: -0.68262 0.24263 0.15532  0.821
O: -1.49117 -0.08203 -0.76119  -0.691
O: -1.05012 0.97292 1.13756  -0.911
N: 2.31788 -1.49110 -2.25845  -0.635
H: 1.30024 0.47021 -1.89152  0.373
H: 0.30221 -0.89389 -1.93729  0.466
H: 1.42307 0.39532 0.47395  0.404
H: 0.71696 -1.31601 0.50467  0.329
H: 1.94475 -2.42417 -2.08023  0.235
H: 2.42983 -0.79359 -1.17634  0.404
H: -0.17426 0.51952 2.51584  0.459
H: 0.88212 -0.51617 2.37585  0.301
O: 0.51187 0.02397 3.03998  -0.729
H: -2.71004 1.93488 0.67686  0.357
H: -4.07379 1.76984 0.01472  0.287
O: -3.64024 2.06002 0.80256  -0.653

***

Below is a 3-piece molecular cluster, C3H10NO4 overall in a non-equilibrium geometry, with properties calculated with wB97M-V/def2-TZVPD.

Computed properties:
E_tot = -475.94632 hartree
energy relative to the best compared isomer or geometry (same formula, charge and spin) = 29.4 kJ/mol
charge = 0
frontier orbital gap (alpha / beta) = 11.185 / 6.901 eV
E_LUMO (alpha / beta) = 0.5950 / -3.6568 eV
multiplicity = 2
E_HOMO (alpha / beta) = -10.590 / -10.557 eV

Last column: Mulliken charge in e.
CARTESIAN COORDINATES (ANGSTROEM)
C: 0.89392 1.96056 1.18624  -0.898
N: 1.61715 0.89767 0.50176  -0.250
C: 0.83244 -0.13431 -0.04368  -0.545
C: 0.39948 0.09012 -1.59639  0.821
O: -0.37365 -0.76995 -1.99473  -0.480
O: 0.91334 1.09099 -2.05426  -0.599
H: 0.07100 2.34742 0.57208  0.355
H: 1.58682 2.79244 1.29365  0.341
H: 0.46234 1.67047 2.13899  0.318
H: 2.07122 1.33568 -0.28324  0.329
H: -0.01760 -0.29870 0.60537  0.452
H: 1.33124 -1.08815 -0.00604  0.250
H: -1.71572 -0.30950 -0.08333  0.167
H: -3.13203 -0.37878 -0.58275  0.348
O: -2.62080 -0.14173 0.20864  -0.661
H: -1.36301 -2.48312 0.07103  0.357
H: -0.11528 -3.33954 -0.28631  0.318
O: -0.84086 -3.24155 0.35296  -0.624

***

Below is an isolated ion of composition C3H10NOP2 and charge +1 in a non-equilibrium geometry, with properties calculated with wB97M-V/def2-TZVPD.

Computed properties:
E_tot = -932.62325 hartree
energy relative to the best compared isomer or geometry (same formula, charge and spin) = 270.3 kJ/mol
charge = +1
frontier orbital gap = 8.189 eV
E_LUMO = -4.3760 eV
E_HOMO = -12.565 eV

Last column: Mulliken charge in e.
CARTESIAN COORDINATES (ANGSTROEM)
C: 1.19696 -0.03455 -0.87393  -0.471
C: 0.89813 -1.05631 0.17157  -0.522
C: -0.23295 1.55305 0.55617  -0.306
N: 1.05124 1.41170 -0.33414  -0.126
O: -0.54982 -0.94544 0.49124  -0.285
P: -1.66758 -1.90316 -0.43999  0.037
P: -1.83044 1.80079 0.09868  -0.048
H: 2.16265 -0.28433 -1.23620  0.456
H: 0.50228 -0.21746 -1.66402  0.307
H: 1.29021 -2.02710 -0.27031  0.385
H: 1.46205 -0.81690 1.13905  0.293
H: 0.05624 1.41782 1.60563  0.294
H: 1.71464 1.84939 0.36036  0.409
H: 0.96919 2.00299 -1.17043  0.382
H: -1.88938 -3.16690 0.00226  0.064
H: -2.73951 -1.34292 0.12240  0.020
H: -2.39393 1.75934 1.44166  0.110

***

Below is a 2-piece molecular cluster, C3H10NOPS overall in a non-equilibrium geometry, with properties calculated with wB97M-V/def2-TZVPD.

Computed properties:
E_tot = -989.83655 hartree
energy relative to the best compared isomer or geometry (same formula, charge and spin) = 161.1 kJ/mol
charge = 0
frontier orbital gap = 9.660 eV
E_LUMO = 0.6146 eV
E_HOMO = -9.045 eV

Last column: Mulliken charge in e.
CARTESIAN COORDINATES (ANGSTROEM)
C: 0.82549 -0.62551 -2.29337  -1.086
C: -0.11233 -1.30402 3.83174  -0.217
C: 0.89492 0.08226 -0.94684  -0.495
N: 0.10928 -0.07621 3.77849  -0.538
O: -0.15162 2.17725 -2.09596  -0.466
P: -0.40142 1.38421 -0.68262  0.238
S: -2.12121 0.20163 -1.12334  -0.293
H: 1.66479 -1.31143 -2.38941  0.353
H: -0.09866 -1.19380 -2.38331  0.304
H: 0.86784 0.09589 -3.10613  0.299
H: 0.32425 -1.86133 4.65226  0.248
H: -2.89665 0.88834 -0.29155  0.144
H: -0.70810 -1.89053 3.12307  0.224
H: 1.85675 0.59423 -0.83515  0.359
H: 0.79906 -0.63045 -0.12297  0.319
H: -0.31690 0.41076 2.98963  0.290
H: -0.53551 3.05870 -2.10454  0.315

***

Below is a 2-piece molecular cluster, C3H10NOPS overall in a non-equilibrium geometry, with properties calculated with wB97M-V/def2-TZVPD.

Computed properties:
E_tot = -989.64868 hartree
energy relative to the best compared isomer or geometry (same formula, charge and spin) = 178.1 kJ/mol
charge = 0
frontier orbital gap (alpha / beta) = 6.428 / 6.116 eV
E_LUMO (alpha / beta) = 0.7684 / -2.2658 eV
multiplicity = 3
E_HOMO (alpha / beta) = -5.660 / -8.382 eV

Last column: Mulliken charge in e.
CARTESIAN COORDINATES (ANGSTROEM)
C: -3.16238 0.45966 -1.23382  -0.716
C: 1.31739 -2.57955 0.76875  -0.770
C: -2.68612 0.85645 -0.05752  -0.476
N: 1.24754 1.59614 0.79764  -0.459
O: 2.57918 1.23181 -1.30790  -0.481
P: 1.35261 0.51021 -0.53447  0.313
S: 2.27197 -1.07526 0.79849  -0.216
H: -2.63275 0.49234 -2.24121  0.284
H: -4.02496 -0.08720 -1.29418  0.346
H: 3.38714 1.14061 -0.84584  0.314
H: 0.33954 -2.46673 1.36581  0.236
H: 1.94752 -3.25911 1.21319  0.313
H: 1.14421 -2.82759 -0.23937  0.290
H: -1.68104 1.26561 -0.01386  0.241
H: -3.26450 0.77101 0.84344  0.320
H: 0.39253 1.41000 1.34493  0.217
H: 1.47213 2.56159 0.63591  0.241

***

Below is a 2-piece molecular cluster, C3H10NOS overall in a non-equilibrium geometry, with properties calculated with wB97M-V/def2-TZVPD.

Computed properties:
E_tot = -648.46240 hartree
energy relative to the best compared isomer or geometry (same formula, charge and spin) = 181.6 kJ/mol
charge = -1
frontier orbital gap = 6.609 eV
E_LUMO = 3.9590 eV
E_HOMO = -2.650 eV

Last column: Mulliken charge in e.
CARTESIAN COORDINATES (ANGSTROEM)
C: -0.93697 -1.13038 0.02752  -0.421
C: 0.31853 -0.79523 -0.71060  -0.782
S: 0.68387 0.91471 0.01031  -0.709
C: -2.16446 -0.20515 -0.32328  -0.330
N: -3.54400 -0.84760 -0.04899  -0.607
H: -0.73841 -1.04559 1.19453  0.148
H: -1.26517 -2.17723 -0.31710  0.258
H: 0.12690 -0.77303 -1.79156  0.291
H: 1.05625 -1.52748 -0.46851  0.317
H: -1.98849 0.26022 -1.37571  0.220
H: -2.07251 0.77941 0.22715  0.255
H: -3.77836 -1.86899 -0.42072  0.205
H: -4.02490 -0.91887 0.87938  0.203
H: 4.79391 1.31158 0.04804  0.299
H: 3.52129 0.95377 0.61687  0.306
O: 4.36662 1.13608 0.95297  -0.654